{
  "formula": "C24H48O24",
  "method": "ωB97M-V with the def2-TZVPD basis set",
  "spin_multiplicity": 1,
  "largest_force_ev_per_a": 3.874,
  "de_lowest_kcal_mol": 48.0,
  "energy_ev": -74804.6672,
  "lumo_energy_ev": 0.638,
  "smiles": "COC(=O)OC.COC(=O)OC.COC(=O)OC.COC(=O)OC.COC(=O)OC.COC(=O)OC.COC(=O)OC.COC(=O)OC",
  "orbital_gap_ev": 11.158,
  "elements": ["C", "O", "C", "O", "O", "C", "H", "H", "H", "H", "H", "H", "C", "O", "C", "O", "O", "C", "H", "H", "H", "H", "H", "H", "C", "O", "C", "O", "O", "C", "H", "H", "H", "H", "H", "H", "C", "O", "C", "O", "O", "C", "H", "H", "H", "H", "H", "H", "C", "O", "C", "O", "O", "C", "H", "H", "H", "H", "H", "H", "C", "O", "C", "O", "O", "C", "H", "H", "H", "H", "H", "H", "C", "O", "C", "O", "O", "C", "H", "H", "H", "H", "H", "H", "C", "O", "C", "O", "O", "C", "H", "H", "H", "H", "H", "H"],
  "xyz": [[-1.444278, -2.654360, 1.549044], [-2.082345, -3.058513, 0.331728], [-3.228349, -2.393147, 0.029214], [-3.797911, -2.664744, -0.988758], [-3.479258, -1.402057, 0.897992], [-4.717906, -0.624496, 0.758596], [-1.060262, -1.664231, 1.740689], [-0.626311, -3.387189, 1.637114], [-2.153702, -2.817848, 2.322069], [-4.677785, -0.115801, -0.252454], [-4.767258, 0.146425, 1.456882], [-5.507478, -1.317549, 0.868626], [-2.489228, 2.499651, 0.762382], [-2.819313, 1.944123, 1.946647], [-1.801468, 1.711122, 2.838704], [-0.651824, 2.027851, 2.642441], [-2.284250, 1.209133, 3.942155], [-1.244437, 0.888275, 4.863748], [-3.394830, 2.934952, 0.259116], [-2.026266, 1.757524, 0.034975], [-1.818845, 3.307800, 0.885253], [-0.730695, 1.762695, 5.213290], [-0.460901, 0.288240, 4.392090], [-1.680544, 0.313060, 5.676529], [6.928330, -0.784682, 3.879326], [5.558039, -0.488203, 3.570181], [4.738617, -1.461771, 3.250565], [5.001168, -2.626301, 3.024258], [3.485842, -0.914124, 3.151241], [2.588601, -1.688830, 2.356130], [7.426918, 0.168330, 3.942605], [7.397508, -1.363734, 3.095497], [7.077304, -1.343568, 4.814261], [2.211008, -2.619226, 2.797452], [3.024160, -1.822338, 1.372819], [1.740459, -1.056275, 2.284028], [5.861704, -2.805367, -0.017766], [4.909898, -1.744816, -0.074519], [4.141780, -1.751933, -1.201902], [4.175795, -2.613628, -2.028017], [3.471236, -0.629719, -1.351218], [2.795733, -0.470693, -2.648472], [6.736895, -2.597172, -0.670745], [5.372034, -3.773829, -0.258913], [6.259489, -2.895996, 0.956870], [3.532354, -0.556809, -3.435485], [2.444582, 0.565332, -2.676120], [1.992838, -1.176816, -2.728832], [-3.293606, -1.371404, -6.389553], [-2.945034, -2.624776, -5.799826], [-2.189646, -2.537524, -4.730403], [-1.910943, -1.511895, -4.200936], [-1.691360, -3.731940, -4.358695], [-1.020910, -3.684629, -3.137426], [-3.351298, -0.588166, -5.622408], [-4.287162, -1.564525, -6.724219], [-2.627067, -0.989728, -7.084819], [-0.128439, -3.084694, -3.177894], [-0.705815, -4.727661, -2.876071], [-1.556039, -3.434329, -2.233691], [0.459155, 6.198067, 3.452184], [1.351807, 5.204914, 2.916522], [1.514436, 4.079186, 3.595063], [0.927390, 3.791121, 4.601327], [2.323944, 3.317453, 2.872376], [2.434274, 2.014766, 3.369813], [1.058982, 7.118697, 3.623137], [0.092510, 5.765577, 4.385409], [-0.299116, 6.595686, 2.798800], [1.439481, 1.521617, 3.383500], [2.843147, 2.112036, 4.406635], [3.170613, 1.430542, 2.839268], [-5.677033, -1.163881, -3.033180], [-5.258375, -0.238048, -4.017174], [-4.191004, 0.488578, -3.639959], [-3.631050, 0.539558, -2.573923], [-3.951111, 1.293322, -4.686565], [-2.812617, 2.174085, -4.496283], [-6.650776, -1.625037, -3.329372], [-5.929000, -0.762888, -2.086822], [-4.971706, -1.942360, -2.772023], [-2.967857, 2.761964, -3.630903], [-2.855117, 2.916790, -5.236164], [-1.845623, 1.720318, -4.502059], [-0.679675, -0.626715, -1.378659], [0.076033, 0.528197, -1.632561], [0.705117, 1.019501, -0.566574], [0.592845, 0.564572, 0.550202], [1.429464, 2.032060, -0.921780], [2.238626, 2.715067, 0.039453], [-1.564053, -0.338471, -0.724993], [0.033210, -1.299472, -0.913652], [-0.957212, -0.981418, -2.376869], [3.051964, 2.102107, 0.487490], [1.635723, 3.068950, 0.872414], [2.643076, 3.516082, -0.549448]],
  "forces_ev_per_angstrom": [[0.8357, -1.8400, 0.5725], [-0.5215, 1.5899, 0.1225], [1.0368, 0.3591, -0.5421], [-0.7404, 0.0891, 0.3068], [-0.3724, 0.1759, 0.3426], [1.5482, -0.5959, -3.1381], [0.0286, 0.6403, -1.1766], [-0.2365, 0.4043, 0.1580], [-0.4517, -0.3413, 0.9767], [-0.3069, -0.8497, 0.9472], [0.4593, 0.8743, 1.5951], [-1.0995, -0.4735, -0.1251], [0.0377, 0.1969, -3.8688], [-0.4039, -1.7029, 3.2489], [0.1968, 1.6815, -1.7738], [-0.7301, -0.2862, -0.0571], [-0.3195, -0.6193, 0.3108], [0.5769, -0.8293, 0.3655], [0.5690, -0.6848, 0.6808], [-0.5143, 0.7711, 0.8660], [0.9843, 0.8637, 0.1153], [-0.0445, 0.6504, 0.2684], [-0.2876, -0.1133, -0.1466], [-0.1849, 0.1968, -0.0653], [0.0995, -0.4959, 0.0143], [0.6431, 0.4727, 0.6919], [-1.2784, -0.9223, -0.7181], [0.0260, 1.1380, 0.4280], [1.4678, -0.9159, 0.3218], [-0.3452, -0.0707, 0.0053], [0.0012, 0.2992, 0.0892], [-0.0889, -0.1535, -0.3372], [-0.5082, 0.2304, -0.1677], [0.7696, 0.0206, 0.1383], [-0.0657, -0.3116, -0.0206], [-0.8300, 0.6852, -0.3851], [0.1431, -0.9801, -1.2793], [-0.7827, 0.5297, -0.3882], [1.3575, 0.0700, -0.1653], [-0.1170, -0.9952, -0.3710], [-0.6399, 0.8973, 0.2340], [0.8777, 0.8237, 0.7147], [-0.8103, -0.1774, -0.0382], [0.4804, 0.6924, -0.1157], [-0.0589, 0.3183, 1.2404], [0.0852, -0.4802, -0.1670], [-0.1152, -0.4057, 0.3347], [-0.2826, -0.3116, -0.1787], [-1.6862, 0.2464, 2.5119], [0.3624, -0.8115, -0.5524], [0.7223, -1.0107, -0.3590], [0.4281, 1.5118, 1.0955], [-1.4684, 0.4345, -0.6866], [1.5709, -2.0789, 1.6990], [-0.0715, -0.5694, -0.3348], [-0.5281, 0.2692, -0.8390], [1.4110, -0.0344, -1.7222], [0.3384, 0.3569, -0.2110], [-0.1158, 0.6912, -0.7789], [-0.9533, 0.6991, -0.2655], [1.4430, 0.5824, 1.2690], [-0.2633, 1.2521, -1.0844], [-1.0877, 0.0708, -0.5857], [0.3769, -0.2671, 0.5239], [0.1752, 0.6730, -0.1136], [0.1379, -1.1730, 2.1855], [-0.0506, -0.7252, 0.3690], [-0.3712, 0.5758, -0.1382], [-0.4555, -0.9808, -0.7162], [0.7793, 0.2543, -0.0635], [-0.5250, -0.4325, -0.5758], [-0.0520, 0.2240, -0.6039], [-1.6188, -1.7149, 0.0218], [0.6122, -0.2229, 0.8436], [-0.5780, 1.0066, -0.1765], [-0.4321, -0.5135, -0.4034], [1.3500, 0.3340, 0.1082], [-1.0566, -0.0850, 0.1610], [0.9749, 0.3426, -0.4712], [0.0411, 1.3015, 0.9021], [0.4190, -0.0535, -0.5874], [0.0411, 0.1183, 1.4264], [-0.1892, 0.5358, -1.6401], [0.3392, -0.8090, 0.1322], [-0.7984, -0.0695, 0.1548], [0.5310, 1.5487, -0.4444], [-0.7313, -1.1547, 1.0546], [0.2930, 0.0618, -0.0833], [0.8064, 0.7660, -0.8916], [0.0097, -0.4426, 0.6795], [1.0118, -0.8188, -0.7871], [-0.5403, -0.6387, 0.4361], [-0.3512, 0.0315, 0.5846], [-0.5810, 0.0506, -0.6609], [-0.0804, 0.0812, -0.3484], [0.3231, 0.4723, 0.1019]]
}